Density functional theory data (ωB97M-V with the def2-TZVPD basis set) for a 16-piece molecular cluster, H32O16 overall in a non-equilibrium geometry.

The spin multiplicity is 1. The value obtained for the strongest force on any atom is 0.06057 Eh/bohr. The HOMO energy is -10.3 eV. The value obtained for the calculated total energy is -1223.0559 hartree.

Geometry as XYZ:
```
48
H32O16 ωB97M-V with the def2-TZVPD basis set
O 2.25 2.63 -0.52
H 2.85 2.14 0.03
H 1.47 2.62 0.04
O -2.49 0.73 -0.88
H -2.80 1.52 -0.45
H -1.82 1.04 -1.51
O -0.43 2.72 0.35
H -1.35 2.77 0.30
H -0.22 1.77 0.40
O 0.39 -3.27 -0.26
H 0.48 -2.98 0.63
H 1.26 -3.31 -0.70
O -0.97 2.24 -2.74
H -0.87 3.08 -3.23
H -0.08 1.91 -2.62
O 1.14 -1.98 1.97
H 1.12 -1.99 2.92
H 1.50 -1.14 1.76
O -1.43 -3.61 2.35
H -1.53 -2.75 1.94
H -1.79 -4.29 1.78
O 0.47 1.51 3.09
H 0.05 2.38 3.18
H -0.28 0.91 3.03
O 2.55 0.28 1.61
H 3.38 0.49 2.08
H 1.82 0.61 2.10
O -2.21 -1.44 0.63
H -2.12 -2.17 0.01
H -2.43 -0.71 0.04
O 0.07 0.05 0.22
H 0.01 -0.17 -0.76
H -0.61 -0.44 0.62
O -1.45 -0.18 3.37
H -2.15 0.36 3.04
H -1.80 -0.99 3.74
O -2.18 -0.11 -3.94
H -2.29 0.82 -3.87
H -1.47 -0.35 -3.31
O 1.65 1.42 -2.85
H 1.85 2.10 -2.18
H 1.95 0.66 -2.35
O -0.11 -0.98 -2.16
H 0.58 -1.30 -2.72
H -0.34 -1.71 -1.63
O 2.61 -0.58 -1.07
H 3.51 -0.29 -1.13
H 2.23 -0.03 -0.36
```

=====

Density functional theory data (ωB97M-V with the def2-TZVPD basis set) for a 2-piece molecular cluster, C15H25Br2F8N2P overall in a non-equilibrium geometry.

The spin multiplicity is 1. The value obtained for the strongest force on any atom is 0.02073 Eh/bohr. The HOMO energy is -9.4 eV. The value obtained for the calculated total energy is -6984.4645 hartree.

Geometry as XYZ:
```
53
C15H25Br2F8N2P ωB97M-V with the def2-TZVPD basis set
C 3.95 1.25 0.05
C 3.45 -0.18 0.24
C 2.14 -0.45 -0.51
C 1.75 -1.93 -0.65
C 1.30 -2.33 -2.06
C -0.01 -1.65 -2.47
C -1.25 -2.38 -1.91
C -2.40 -1.50 -1.55
N -3.70 -1.80 -1.96
C -4.54 -0.89 -1.51
F -5.83 -0.92 -1.70
N -3.87 0.03 -0.82
C -4.40 1.19 -0.09
Br -5.77 2.08 -1.11
C -4.90 0.83 1.33
C -4.73 -0.62 1.75
Br -3.97 1.98 2.60
C -2.51 -0.35 -0.81
C -1.47 0.45 -0.09
C -0.94 1.67 -0.85
F -1.83 2.74 -0.67
H 4.39 1.37 -0.94
H 4.66 1.50 0.83
H 3.10 1.94 0.11
H 3.29 -0.36 1.31
H 4.20 -0.90 -0.10
H 1.36 0.10 0.04
H 2.21 0.01 -1.50
H 0.92 -2.15 0.04
H 2.59 -2.55 -0.33
H 1.17 -3.41 -2.11
H 2.09 -2.07 -2.77
H -0.09 -1.61 -3.55
H 0.00 -0.62 -2.12
H -0.98 -2.98 -1.03
H -1.60 -3.09 -2.67
H -3.96 -2.60 -2.52
H -3.58 1.91 -0.06
H -5.94 1.13 1.42
H -5.14 -1.30 1.00
H -5.27 -0.79 2.68
H -3.68 -0.88 1.92
H -0.64 -0.21 0.14
H -1.87 0.80 0.87
H -0.89 1.48 -1.92
H 0.04 1.96 -0.48
F 6.58 1.84 1.99
P 6.24 2.29 3.56
F 5.89 3.76 2.87
F 7.83 1.91 3.76
F 4.66 1.91 3.12
F 6.45 3.24 4.89
F 5.96 1.08 4.64
```

=====

Density functional theory data (ωB97M-V with the def2-TZVPD basis set) for C27H33B2ClN9O4V as an isolated structure in a non-equilibrium geometry.

The spin multiplicity is 4. The value obtained for the strongest force on any atom is 0.04215 Eh/bohr. The HOMO energy (spin up / spin down) is -9.4 / -11.3 eV. As for the net charge: +1. The expectation value of S² is 3.7607. The value obtained for the calculated total energy is -3296.4658 hartree.

Geometry as XYZ:
```
77
C27H33B2ClN9O4V ωB97M-V with the def2-TZVPD basis set
V -0.54 0.32 0.86
C -3.85 1.02 0.91
C -3.43 -0.34 0.45
C -4.23 -1.44 0.13
C -3.36 -2.41 -0.30
N -2.11 -1.92 -0.23
N -2.15 -0.65 0.24
B -0.91 -2.34 -1.11
N 0.40 -2.14 -0.36
C 1.52 -2.87 -0.49
C 2.39 -2.51 0.50
C 1.74 -1.52 1.24
C 2.22 -0.82 2.47
N 0.53 -1.29 0.70
N -1.07 -1.33 -2.36
C -2.04 -1.49 -3.26
C -2.51 -0.25 -3.69
C -1.78 0.69 -3.01
C -1.89 2.17 -3.08
N -0.88 0.03 -2.21
N -1.03 -3.78 -1.55
C -0.89 -4.85 -0.72
C -0.99 -5.98 -1.49
C -1.20 -5.51 -2.81
C -1.37 -6.31 -4.06
N -1.22 -4.19 -2.82
H -4.64 1.41 0.27
H -3.00 1.71 0.89
H -4.22 0.98 1.93
H -5.30 -1.52 0.21
H -3.54 -3.42 -0.65
H 1.61 -3.61 -1.27
H 3.38 -2.91 0.67
H 2.88 -1.48 3.03
H 1.38 -0.53 3.08
H 2.79 0.07 2.19
H -2.33 -2.49 -3.52
H -3.28 -0.07 -4.41
H -2.71 2.44 -3.73
H -0.97 2.61 -3.47
H -2.05 2.60 -2.09
H -0.73 -4.73 0.34
H -0.93 -7.00 -1.16
H -1.40 -7.37 -3.83
H -0.54 -6.13 -4.74
H -2.29 -6.03 -4.57
Cl -1.36 0.19 2.91
O 1.57 -0.02 -1.74
B 0.38 0.64 -1.77
O 0.52 2.00 -1.63
C 1.89 2.20 -1.57
C 2.60 3.38 -1.52
C 3.98 3.27 -1.53
C 4.62 2.03 -1.58
C 3.90 0.85 -1.62
C 2.53 0.96 -1.62
H 2.10 4.34 -1.48
H 4.58 4.17 -1.51
H 5.70 1.99 -1.60
H 4.38 -0.12 -1.70
O 2.11 3.50 1.50
C 1.22 2.69 1.82
O 0.95 1.61 1.23
C 0.44 3.13 3.10
N 0.91 4.53 3.33
C 1.45 4.65 4.71
C 0.86 3.46 5.44
C 0.89 2.37 4.36
H -0.63 3.06 2.95
H 0.20 5.23 3.14
H 1.68 4.52 2.53
H 1.19 5.61 5.16
H 2.54 4.58 4.66
H -0.17 3.66 5.73
H 1.42 3.18 6.33
H 0.22 1.54 4.57
H 1.90 1.99 4.24
```

=====

Density functional theory data (ωB97M-V with the def2-TZVPD basis set) for C36H28CuOP2S5Sb as an isolated structure in a non-equilibrium geometry.

The spin multiplicity is 1. The value obtained for the strongest force on any atom is 0.03506 Eh/bohr. The HOMO energy is -1.0 eV. As for the net charge: -2. The value obtained for the calculated total energy is -6018.3492 hartree.

Geometry as XYZ:
```
74
C36H28CuOP2S5Sb ωB97M-V with the def2-TZVPD basis set
Cu 1.37 -0.58 -0.42
O -2.54 1.37 2.35
S -1.66 1.24 1.15
C -2.73 0.67 -0.20
C -3.98 1.26 -0.28
C -4.87 0.85 -1.26
C -4.49 -0.15 -2.14
C -3.25 -0.74 -2.03
C -2.31 -0.33 -1.07
P -0.74 -1.42 -0.75
C -0.26 -1.61 -2.53
C -0.65 -0.68 -3.50
C -0.26 -0.79 -4.82
C 0.56 -1.83 -5.23
C 0.97 -2.76 -4.29
C 0.57 -2.66 -2.97
C -1.89 -2.85 -0.48
C -2.14 -3.87 -1.39
C -2.92 -4.96 -1.03
C -3.46 -5.05 0.24
C -3.24 -4.02 1.15
C -2.46 -2.93 0.80
C -1.48 2.92 0.48
C -2.21 3.98 0.98
C -2.08 5.22 0.38
C -1.22 5.39 -0.70
C -0.46 4.33 -1.17
C -0.56 3.08 -0.57
P 0.46 1.54 -0.89
C 1.70 2.12 0.35
C 1.90 1.45 1.56
C 2.90 1.85 2.44
C 3.67 2.96 2.15
C 3.43 3.68 0.99
C 2.46 3.27 0.10
C 1.21 2.06 -2.48
C 2.58 2.08 -2.72
C 3.07 2.44 -3.97
C 2.20 2.79 -4.99
C 0.83 2.79 -4.76
C 0.34 2.42 -3.51
H -4.26 2.02 0.44
H -5.85 1.31 -1.33
H -5.18 -0.49 -2.90
H -2.99 -1.54 -2.71
H -1.28 0.15 -3.21
H -0.58 -0.04 -5.53
H 0.89 -1.90 -6.26
H 1.62 -3.57 -4.59
H 0.93 -3.38 -2.25
H -1.71 -3.81 -2.38
H -3.10 -5.75 -1.75
H -4.04 -5.92 0.53
H -3.65 -4.09 2.15
H -2.26 -2.14 1.51
H -2.87 3.81 1.82
H -2.66 6.06 0.74
H -1.12 6.36 -1.16
H 0.23 4.49 -1.99
H 1.27 0.61 1.82
H 3.09 1.26 3.33
H 4.47 3.24 2.82
H 4.02 4.57 0.78
H 2.28 3.83 -0.81
H 3.27 1.78 -1.94
H 4.14 2.43 -4.14
H 2.58 3.06 -5.97
H 0.14 3.05 -5.55
H -0.73 2.43 -3.33
S 5.28 -0.90 2.05
Sb 4.11 -2.23 0.59
S 3.47 -0.74 -1.24
S 1.70 -2.12 1.52
S 0.84 -3.34 0.14
```

=====

Density functional theory data (ωB97M-V with the def2-TZVPD basis set) for one molecule with the formula C17H20BrFN6O2.

The SMILES is O=C(NCC[C@@H](F)Cn1cc(C2(C3CC3)CC2)nn1)c1ncnc(O)c1Br. The spin multiplicity is 1. The value obtained for the strongest force on any atom is 0.00314 Eh/bohr. The HOMO energy is -9.1 eV. The value obtained for the calculated total energy is -3812.6631 hartree.

Geometry as XYZ:
```
47
C17H20BrFN6O2 ωB97M-V with the def2-TZVPD basis set
O -2.14 1.69 0.81
C -1.12 2.34 0.80
N -0.51 2.76 1.93
C -0.99 2.32 3.23
C -0.69 0.84 3.45
C 0.79 0.56 3.54
F 1.24 0.87 4.83
C 1.16 -0.89 3.26
N 0.97 -1.20 1.86
C 0.01 -1.94 1.27
C 0.26 -1.82 -0.07
C -0.44 -2.42 -1.23
C 0.42 -3.33 -2.06
C 0.13 -3.64 -3.50
C 1.30 -2.76 -3.13
C -1.89 -2.78 -1.05
C -1.52 -1.59 -1.88
N 1.35 -1.01 -0.22
N 1.76 -0.64 0.95
C -0.40 2.63 -0.50
N -0.38 1.57 -1.32
C 0.26 1.70 -2.46
N 0.88 2.80 -2.90
C 0.83 3.85 -2.11
O 1.41 4.98 -2.53
C 0.19 3.83 -0.86
Br 0.15 5.41 0.16
H 0.33 3.31 1.87
H -0.51 2.93 4.00
H -2.07 2.49 3.28
H -1.16 0.48 4.37
H -1.12 0.28 2.61
H 1.36 1.18 2.84
H 2.21 -1.06 3.52
H 0.55 -1.57 3.85
H -0.73 -2.48 1.82
H 0.85 -4.15 -1.48
H 0.33 -4.64 -3.84
H -0.72 -3.17 -3.97
H 1.21 -1.70 -3.32
H 2.30 -3.16 -3.25
H -2.24 -3.67 -1.57
H -2.36 -2.60 -0.09
H -1.68 -0.60 -1.46
H -1.65 -1.65 -2.95
H 0.30 0.83 -3.10
H 1.79 4.79 -3.40
```

=====

Density functional theory data (ωB97M-V with the def2-TZVPD basis set) for a 22-piece molecular cluster, C23H64F2O23 overall.

The spin multiplicity is 1. The value obtained for the strongest force on any atom is 0.01399 Eh/bohr. The HOMO energy is -8.8 eV. The value obtained for the calculated total energy is -2845.0531 hartree.

Geometry as XYZ:
```
112
C23H64F2O23 ωB97M-V with the def2-TZVPD basis set
C 1.50 2.02 2.75
C 1.44 3.36 2.01
C 0.49 3.34 0.83
F 0.71 4.49 0.05
C 0.71 2.12 -0.02
C -0.19 1.14 -0.19
C -1.57 1.26 0.43
C -2.53 0.11 0.27
C -3.78 0.33 -0.29
C -4.71 -0.69 -0.43
C -4.38 -1.96 0.02
C -3.14 -2.20 0.59
C -2.22 -1.16 0.72
C 0.22 -0.03 -1.04
O -0.57 -0.59 -1.77
C 1.66 -0.42 -0.98
C 2.12 -1.73 -1.17
C 1.21 -2.89 -1.48
C 0.39 -3.33 -0.24
C 1.16 -4.39 0.53
F 0.42 -4.78 1.65
C 3.49 -1.96 -1.08
C 4.39 -0.95 -0.81
C 3.93 0.35 -0.67
C 2.58 0.60 -0.76
C 2.06 1.99 -0.65
O 2.70 2.93 -1.08
H 2.04 1.26 2.17
H 0.51 1.66 3.02
H 2.04 2.16 3.68
H 1.14 4.13 2.72
H 2.44 3.56 1.62
H -0.54 3.42 1.17
H -1.44 1.41 1.50
H -2.01 2.18 0.04
H -4.04 1.33 -0.63
H -5.68 -0.51 -0.86
H -5.09 -2.78 -0.05
H -2.92 -3.19 0.95
H -1.27 -1.36 1.19
H 0.53 -2.59 -2.27
H 1.83 -3.72 -1.83
H 0.31 -2.48 0.42
H -0.59 -3.69 -0.53
H 2.09 -3.96 0.89
H 1.36 -5.27 -0.08
H 3.86 -2.97 -1.20
H 5.45 -1.15 -0.72
H 4.62 1.16 -0.48
O -2.26 1.62 3.52
H -2.94 2.23 3.19
H -2.77 0.94 3.97
O 4.47 4.28 2.47
H 5.26 4.36 3.03
H 4.79 4.50 1.59
O 4.32 -4.72 -2.44
H 3.84 -4.77 -3.28
H 4.90 -5.48 -2.44
O -7.46 -2.07 -1.49
H -7.06 -2.85 -1.87
H -7.29 -2.15 -0.54
O 6.26 0.53 -2.86
H 5.59 1.22 -2.89
H 6.06 -0.04 -3.62
O 1.22 1.60 5.81
H 0.26 1.57 5.88
H 1.54 1.45 6.71
O 5.28 1.20 2.65
H 5.03 2.06 2.29
H 5.10 1.28 3.59
O 3.36 6.66 0.98
H 2.64 7.28 0.88
H 3.19 5.99 0.30
O -2.59 -5.32 -0.02
H -2.90 -5.59 -0.89
H -1.90 -5.95 0.21
O 8.42 -0.58 -4.62
H 8.25 0.32 -4.92
H 8.24 -0.53 -3.67
O -4.71 3.68 3.87
H -4.89 4.54 3.48
H -5.00 3.77 4.79
O 2.33 -3.70 -4.67
H 2.80 -3.09 -5.25
H 1.52 -3.23 -4.43
O -6.60 3.13 6.35
H -7.57 3.08 6.38
H -6.32 2.99 7.26
O -4.46 -7.28 1.61
H -3.98 -6.70 1.00
H -5.36 -6.93 1.62
O -7.15 1.86 -1.07
H -7.44 1.05 -1.49
H -6.21 1.90 -1.27
O 8.91 -3.55 -3.75
H 8.74 -2.64 -4.02
H 8.73 -3.57 -2.80
O -8.04 0.19 -3.63
H -8.72 0.75 -4.01
H -8.53 -0.49 -3.14
O 1.04 -6.53 -5.03
H 1.42 -5.69 -4.75
H 1.77 -6.99 -5.47
O 5.91 7.48 2.04
H 6.65 7.41 1.43
H 5.13 7.29 1.50
O -6.71 3.61 1.69
H -7.02 3.40 0.79
H -6.07 2.92 1.89
O -4.62 2.35 -3.07
H -3.79 2.23 -3.55
H -5.31 2.17 -3.73
```

=====

Density functional theory data (ωB97M-V with the def2-TZVPD basis set) for one molecule with the formula C3H4Cl2O in a non-equilibrium geometry.

The SMILES is CC(Cl)(Cl)C=O. The spin multiplicity is 1. The value obtained for the strongest force on any atom is 0.08753 Eh/bohr. The HOMO energy is -10.5 eV. The value obtained for the calculated total energy is -1112.2981 hartree.

Geometry as XYZ:
```
10
C3H4Cl2O ωB97M-V with the def2-TZVPD basis set
C -0.46 -0.13 0.70
C 1.15 -0.05 -0.12
Cl 2.21 0.91 0.95
Cl 1.77 -1.67 -0.33
C 1.13 0.71 -1.42
O 0.23 1.39 -1.81
H -0.33 -0.81 1.53
H -1.14 -0.51 -0.05
H -0.70 0.88 1.00
H 2.09 0.61 -1.98
```

=====

What is the spin multiplicity in the sixth record?
1

=====

The lowest strongest force on any atom belongs to which entry?
C17H20BrFN6O2

=====

Among the records above, which one has the lowest calculated total energy?
C15H25Br2F8N2P